C6H12OS | wB97M-V/def2-TZVPD

Values from the calculation:
* ΔE to the lowest compared entry with this formula, charge and spin: 98.1 kcal per mole
* gap between HOMO and LUMO: 8.9530 eV
* net charge: 0
* total energy: -709.08304 a.u.
* highest occupied orbital energy: -8.21 eV
* LUMO level: 0.745 eV

Cartesian coordinates (Å):
1 C -1.068 -0.428 -2.146
2 C -1.405 -0.633 -0.718
3 C -0.593 0.279 0.276
4 C 0.728 -0.051 0.644
5 S 1.711 -1.460 0.457
6 C 2.713 -1.553 1.897
7 C -1.090 1.780 0.471
8 O -1.330 2.242 -0.907
9 H -2.054 -0.837 -2.896
10 H -0.045 -0.821 -2.405
11 H -1.068 0.778 -2.084
12 H -2.590 -0.478 -0.684
13 H -1.005 -1.537 -0.323
14 H 1.276 0.640 1.201
15 H 3.563 -0.862 1.925
16 H 1.882 -1.150 2.720
17 H 3.213 -2.509 2.091
18 H -2.045 1.992 1.028
19 H -0.294 2.628 0.871
20 H -0.499 1.982 -1.417

Atomic forces in eV per Å
-1.39 2.12 -2.32
-1.55 1.04 2.40
1.94 0.84 -0.02
-3.45 0.50 -0.27
-0.52 -1.64 -2.61
-1.48 2.34 3.17
1.76 1.54 -0.84
1.22 -0.23 0.16
3.43 1.20 2.06
-1.22 0.31 -0.15
-0.20 -3.41 -1.91
2.65 -0.52 0.81
-0.83 -1.70 -0.04
0.48 1.55 0.92
-0.35 0.32 -0.26
2.73 -1.58 -1.31
-1.09 -0.14 -0.11
0.89 -0.81 -0.59
-1.56 -2.75 -0.32
-1.44 1.03 1.24

Quick look at the natural (NBO) charges, all values in e:
1. C -0.613
2. C -0.466
3. C -0.009
4. C -0.405
5. S 0.270
6. C -0.783
7. C -0.100
8. O -0.728
9. H 0.213
10. H 0.214
11. H 0.213
12. H 0.224
13. H 0.218
14. H 0.205
15. H 0.216
16. H 0.230
17. H 0.253
18. H 0.206
19. H 0.178
20. H 0.464

---

C6H12S2Si | wB97M-V/def2-TZVPD

Values from the calculation:
* ΔE to the lowest compared entry with this formula, charge and spin: 64.5 kcal per mole
* gap between HOMO and LUMO (spin up / spin down): 8.1321 / 8.1304 eV
* net charge: 0
* total energy: -1321.53839 a.u.
* highest occupied orbital energy (spin up / spin down): -7.97 / -7.96 eV
* LUMO level (spin up / spin down): 0.165 / 0.165 eV

Cartesian coordinates (Å):
1 C 1.820 1.539 -1.085
2 C 2.685 1.435 -0.166
3 C 0.883 -0.700 -0.898
4 C -1.273 -2.272 0.367
5 C -1.898 0.526 -0.961
6 C -0.457 0.590 1.730
7 Si -0.717 -0.452 0.126
8 S 2.908 0.001 0.936
9 S 2.382 -1.358 -0.451
10 H 1.537 2.399 -1.753
11 H 3.396 2.255 -0.044
12 H 0.841 -0.990 -1.979
13 H -2.075 -2.424 1.095
14 H -1.880 -2.597 -0.523
15 H -0.492 -2.891 0.546
16 H -2.143 0.390 -1.920
17 H -2.817 0.633 -0.392
18 H -1.592 1.479 -1.040
19 H -1.127 1.431 1.838
20 H -0.563 -0.063 2.519
21 H 0.584 1.072 2.054

Atomic forces in eV per Å
-3.25 -1.25 -2.02
1.94 0.43 1.52
0.36 2.09 -1.58
-3.78 2.37 -1.10
-0.34 -1.79 3.87
2.70 1.61 -0.98
0.78 0.19 -0.63
0.51 0.58 -0.05
0.42 -0.48 0.47
0.37 -1.30 0.75
0.08 -0.31 0.54
-0.74 0.33 0.78
0.41 0.23 0.61
1.14 0.31 0.20
2.34 -2.02 0.52
-0.87 -1.85 -3.70
-0.45 -0.21 0.12
1.72 3.76 0.35
-0.61 -0.03 -0.12
-0.81 -1.52 2.01
-1.91 -1.14 -1.56

Quick look at the natural (NBO) charges, all values in e:
1. C -0.185
2. C -0.482
3. C -0.843
4. C -1.089
5. C -1.091
6. C -1.104
7. Si 1.604
8. S 0.092
9. S 0.241
10. H 0.221
11. H 0.246
12. H 0.240
13. H 0.240
14. H 0.244
15. H 0.231
16. H 0.238
17. H 0.230
18. H 0.237
19. H 0.239
20. H 0.230
21. H 0.262

---

C6H12Si | wB97M-V/def2-TZVPD

Values from the calculation:
* ΔE to the lowest compared entry with this formula, charge and spin: 59.1 kcal per mole
* gap between HOMO and LUMO: 9.1794 eV
* net charge: 0
* total energy: -525.20679 a.u.
* highest occupied orbital energy: -8.21 eV
* LUMO level: 0.968 eV

Cartesian coordinates (Å):
1 C 0.918 -1.800 0.514
2 C 0.882 -0.292 0.771
3 C 1.372 0.192 2.079
4 C 0.559 0.494 -0.372
5 C 0.092 1.887 -0.506
6 Si -0.727 0.564 -1.670
7 C -2.452 -0.178 -1.561
8 H 0.221 -2.282 1.218
9 H 0.790 -2.019 -0.498
10 H 1.917 -2.150 0.803
11 H 2.452 -0.103 2.050
12 H 1.384 1.265 2.185
13 H 0.883 -0.092 3.013
14 H -0.550 2.268 0.392
15 H 0.759 2.583 -0.975
16 H -0.181 0.786 -3.003
17 H -2.795 0.079 -0.571
18 H -3.211 -0.001 -2.278
19 H -2.312 -1.200 -1.589

Atomic forces in eV per Å
0.68 1.18 2.74
-1.38 0.91 -4.36
1.43 0.58 0.07
0.28 -2.79 3.73
-2.41 0.14 1.54
0.85 0.98 0.05
1.05 1.52 0.85
0.02 -0.19 -0.53
-0.63 -0.43 -1.43
-0.05 -0.14 0.00
-0.69 0.04 0.74
-0.05 0.58 -0.52
-0.03 -0.89 -0.36
1.42 -0.30 -1.62
0.10 0.54 -0.17
-0.07 -0.15 -0.44
-0.40 0.02 0.38
-0.45 0.84 -0.82
0.34 -2.44 0.17

Quick look at the natural (NBO) charges, all values in e:
1. C -0.634
2. C 0.082
3. C -0.675
4. C -0.448
5. C -0.794
6. Si 1.222
7. C -1.071
8. H 0.209
9. H 0.220
10. H 0.205
11. H 0.225
12. H 0.224
13. H 0.228
14. H 0.219
15. H 0.235
16. H -0.179
17. H 0.244
18. H 0.250
19. H 0.238

---

C6H12Si | wB97M-V/def2-TZVPD

Values from the calculation:
* ΔE to the lowest compared entry with this formula, charge and spin: 51.3 kcal per mole
* gap between HOMO and LUMO: 9.2997 eV
* net charge: 0
* total energy: -525.21912 a.u.
* highest occupied orbital energy: -8.45 eV
* LUMO level: 0.850 eV

Cartesian coordinates (Å):
1 C -3.278 -0.202 0.267
2 C -2.088 0.032 -0.281
3 C -0.813 -0.839 -0.193
4 C 0.167 -0.798 -1.488
5 Si 0.921 -0.103 0.089
6 C 1.132 1.903 0.071
7 C 2.490 -0.794 1.003
8 H -4.084 0.590 0.218
9 H -3.451 -1.117 0.833
10 H -1.993 0.928 -0.865
11 H -1.134 -1.742 0.409
12 H 0.551 -1.765 -1.875
13 H -0.406 -0.352 -2.251
14 H 2.102 2.078 -0.364
15 H 0.343 2.350 -0.471
16 H 1.318 2.441 1.112
17 H 3.205 0.056 1.118
18 H 2.114 -0.932 2.016
19 H 2.906 -1.732 0.652

Atomic forces in eV per Å
-0.34 0.63 0.18
1.39 -0.54 -0.06
-1.00 -0.10 1.20
0.01 -1.71 1.76
0.11 2.25 -0.85
1.11 -1.37 3.07
-1.27 0.99 0.12
0.93 -1.25 -0.06
-0.17 0.26 -0.01
0.20 0.48 -0.19
0.92 0.46 -1.17
-0.34 0.43 0.55
-0.04 1.09 -0.95
0.25 0.02 -0.82
-0.70 0.65 -0.52
-0.99 -1.32 -1.82
-0.31 -0.82 -0.56
0.07 -0.32 0.25
0.17 0.17 -0.13

Quick look at the natural (NBO) charges, all values in e:
1. C -0.426
2. C -0.165
3. C -0.641
4. C -0.851
5. Si 1.472
6. C -1.041
7. C -1.065
8. H 0.207
9. H 0.191
10. H 0.184
11. H 0.238
12. H 0.236
13. H 0.239
14. H 0.226
15. H 0.228
16. H 0.231
17. H 0.248
18. H 0.239
19. H 0.248